(1)
Entry from the Open Molecules 2025 dataset: C35H34BrMnN7OPSSe2 as an isolated structure (ωB97M-V/def2-TZVPD).

Structure (XYZ):
```
83
Properties=species:S:1:pos:R:3
Mn 0.3758 -0.2418 0.1654
S -0.9044 -4.5996 6.1319
N -0.7705 -2.9966 6.0300
C -0.5302 -2.7114 4.7613
C -0.3146 -1.3800 4.2228
C -0.3097 -0.2122 4.9847
C -0.0476 0.9820 4.3499
C 0.2061 0.9903 2.9813
N 0.1945 -0.1123 2.2385
C -0.0732 -1.2808 2.8534
C -0.0607 -2.4574 1.9947
N 0.1287 -2.2100 0.6870
C 0.2518 -3.2450 -0.1378
C 0.1422 -4.5630 0.2959
C -0.1143 -4.8218 1.6259
C -0.2143 -3.7458 2.5057
C -0.4675 -3.8626 3.9305
N -0.6618 -4.9933 4.5879
H -0.4983 -0.2637 6.0487
H -0.0303 1.9165 4.8924
H 0.4373 1.9111 2.4649
H 0.4208 -2.9970 -1.1767
H 0.2483 -5.3672 -0.4183
H -0.2251 -5.8319 1.9972
Se 1.2406 2.0831 -0.2384
P -0.8125 2.7839 -0.0975
Se -2.0587 1.0918 0.3551
C -1.3068 3.5843 -1.6500
C -0.3886 4.3747 -2.3366
C -0.7614 5.0020 -3.5145
C -2.0482 4.8390 -4.0117
C -2.9643 4.0531 -3.3272
C -2.5959 3.4252 -2.1455
C -0.9490 4.0841 1.1617
C 0.1108 4.9625 1.3725
C -0.0164 5.9883 2.2967
C -1.1962 6.1359 3.0136
C -2.2506 5.2570 2.8087
C -2.1295 4.2297 1.8844
H 0.6232 4.4803 -1.9635
H -0.0457 5.6129 -4.0487
H -2.3368 5.3274 -4.9332
H -3.9689 3.9312 -3.7109
H -3.3029 2.8038 -1.6091
H 1.0382 4.8356 0.8271
H 0.8077 6.6701 2.4597
H -1.2924 6.9363 3.7355
H -3.1689 5.3693 3.3698
H -2.9439 3.5320 1.7315
C 4.9456 -1.0108 2.9277
C 4.3942 -1.0349 1.5305
C 5.1893 -1.2545 0.4126
C 4.6092 -1.2518 -0.8383
C 3.2448 -1.0264 -0.9450
Br 2.5078 -1.0457 -2.6713
N 2.4497 -0.8043 0.1007
C 3.0468 -0.8205 1.3078
H 5.9930 -1.3063 2.9388
H 4.3963 -1.6905 3.5798
H 4.8747 -0.0101 3.3559
H 6.2530 -1.4260 0.5194
H 5.1894 -1.4205 -1.7327
H 2.4015 -0.6344 2.1524
C -2.8468 -1.9183 -1.0635
N -2.7062 -0.8789 -2.0683
C -3.8926 -0.0821 -2.3636
C -1.4516 -0.4688 -2.3965
O -0.4481 -0.8197 -1.7252
N -1.2944 0.3611 -3.4559
C -0.0456 1.0931 -3.5974
C -2.0440 0.2678 -4.6991
H -3.9020 -2.0302 -0.8296
H -2.3110 -1.6575 -0.1518
H -2.4779 -2.8758 -1.4322
H -4.5558 -0.1233 -1.5012
H -4.4517 -0.4376 -3.2287
H -3.6095 0.9582 -2.5164
H 0.4052 1.2761 -2.6257
H -0.2627 2.0497 -4.0756
H 0.6657 0.5454 -4.2230
H -2.7824 -0.5216 -4.6670
H -1.3486 0.0308 -5.5084
H -2.5333 1.2152 -4.9337
```

The spin multiplicity is 2. The energy above the lowest of the compared OMol25 structures with the same formula, charge and spin is 0.152 eV. For the HOMO energy (spin up / spin down), the calculation gives -10.362 / -10.272 eV. As for the HOMO-LUMO gap (spin up / spin down): 7.34 / 7.25 eV. The energy is -301503.8156 eV. Its net charge is +1. The expectation value of S² is 0.844.

Here are the Löwdin charges for atoms 1 to 8, given in e: atom 1 (Mn): 0.225, atom 2 (S): 1.049, atom 3 (N): -0.207, atom 4 (C): -0.298, atom 5 (C): -0.071, atom 6 (C): 0.033, atom 7 (C): -0.002, atom 8 (C): -0.123

(2)
Entry from the Open Molecules 2025 dataset: C35H34ClHfN4O3S4 as an isolated structure in a non-equilibrium geometry (ωB97M-V/def2-TZVPD).

Structure (XYZ):
```
82
Properties=species:S:1:pos:R:3
Hf -0.4007 0.8136 2.2278
C -2.6736 3.6203 1.0458
C -2.1166 4.2919 2.2852
S -0.4382 3.6914 2.6012
C -0.1543 4.2373 4.3083
C 0.3934 3.1487 5.2183
S -0.3473 1.5300 5.0282
C -2.0701 1.7583 5.4916
C -2.7403 0.4042 5.3251
S -2.6018 -0.3347 3.6694
C -4.1257 0.1705 2.8460
C -4.1432 1.6114 2.3738
S -2.7988 1.8258 1.1892
H -2.0616 3.8159 0.1645
H -3.6701 4.0000 0.8149
H -2.7357 4.0958 3.1608
H -2.0810 5.3719 2.1401
H -1.1006 4.6322 4.6790
H 0.5465 5.0698 4.2680
H 0.2784 3.4508 6.2608
H 1.4615 2.9959 5.0587
H -2.5514 2.5240 4.8824
H -2.1196 2.0652 6.5376
H -3.8052 0.4556 5.5543
H -2.3045 -0.3253 6.0079
H -4.9531 -0.0251 3.5292
H -4.2510 -0.5206 2.0097
H -4.0507 2.3030 3.2104
H -5.0797 1.8248 1.8568
C 1.2154 -2.9044 -11.0662
O 1.1031 -3.7573 -9.9229
C 0.9124 -3.1951 -8.7254
C 0.8351 -4.0939 -7.6516
C 0.6499 -3.6171 -6.3781
C 0.5273 -2.2403 -6.1404
C 0.6043 -1.3584 -7.2149
C 0.7964 -1.8224 -8.5047
C 0.3343 -1.7139 -4.8009
N 0.4646 -0.4491 -4.4296
C 0.2026 -0.4460 -3.1002
C -0.1061 -1.7074 -2.6305
N -0.0059 -2.5175 -3.7340
C -0.4251 -1.9555 -1.2720
C -0.7317 -3.2182 -0.7273
C -1.0383 -3.3353 0.6031
C -1.0670 -2.1895 1.3946
N -0.7721 -0.9772 0.9219
C -0.4331 -0.8504 -0.3950
C -0.0263 0.4554 -0.8545
N 0.0753 1.4612 0.0743
C 0.5161 2.6470 -0.3478
C 0.8074 2.9331 -1.6828
C 0.6698 1.9463 -2.6217
C 0.2616 0.6653 -2.2065
H 1.3648 -3.5694 -11.9094
H 2.0746 -2.2408 -10.9615
H 0.2990 -2.3308 -11.2092
H 0.9389 -5.1510 -7.8508
H 0.6330 -4.3370 -5.5677
H 0.5130 -0.2951 -7.0395
H 0.8512 -1.1167 -9.3195
H -0.1894 -3.5036 -3.8053
H -0.7157 -4.0992 -1.3565
H -1.2708 -4.2915 1.0491
H -1.3059 -2.2637 2.4442
H 0.6668 3.4079 0.4018
H 1.1540 3.9238 -1.9406
H 0.8939 2.1052 -3.6693
Cl 6.7012 -2.0728 5.6080
C 5.2470 -1.5101 4.9146
C 5.2613 -0.3187 4.1845
C 4.0875 0.1347 3.6299
C 2.9028 -0.6014 3.8080
C 2.9066 -1.8004 4.5406
C 4.0796 -2.2560 5.0944
C 1.6872 -0.1210 3.2469
O 0.5439 -0.7071 3.3459
O 1.6249 1.0129 2.5679
H 6.1891 0.2224 4.0675
H 4.0789 1.0519 3.0578
H 1.9913 -2.3616 4.6716
H 4.1161 -3.1729 5.6648
```

The energy above the lowest of the compared OMol25 structures with the same formula, charge and spin is 0.000 eV. For the HOMO energy, the calculation gives -13.420 eV. As for the HOMO-LUMO gap: 4.49 eV. The energy is -106103.4884 eV. Its net charge is +3.

Here are the Löwdin charges for atoms 1 to 8, given in e: atom 1 (Hf): 1.433, atom 2 (C): -0.465, atom 3 (C): -0.458, atom 4 (S): 0.894, atom 5 (C): -0.436, atom 6 (C): -0.459, atom 7 (S): 0.924, atom 8 (C): -0.460

(3)
Entry from the Open Molecules 2025 dataset: C35H34CoN6O6S as an isolated structure (ωB97M-V/def2-TZVPD).

Structure (XYZ):
```
83
Properties=species:S:1:pos:R:3
Co -0.2919 -0.3441 0.3291
C 1.8374 -3.9140 1.4163
O 0.5777 -4.2341 0.7163
C 0.0113 -3.0633 0.5254
N 0.6805 -2.0022 0.7680
C 2.0506 -2.4128 1.1503
C 2.6283 -1.6835 2.3311
C 1.8723 -1.4975 3.4845
C 2.4214 -0.8574 4.5842
C 3.7379 -0.4174 4.5398
C 4.5016 -0.6236 3.4011
C 3.9478 -1.2548 2.2957
C -1.3683 -2.9113 0.0155
C -2.3549 -3.8590 -0.1968
C -3.6160 -3.4031 -0.5696
C -3.8763 -2.0409 -0.7099
C -2.8272 -1.1658 -0.4978
N -1.6204 -1.6205 -0.1668
C -2.8020 0.3128 -0.4768
N -1.6890 0.8731 -0.1805
C -1.9230 2.3134 0.0132
C -3.4160 2.4438 -0.3951
O -3.8649 1.0599 -0.6462
C -1.0150 3.2302 -0.7586
C -0.7319 3.0131 -2.1013
C 0.0095 3.9489 -2.8053
C 0.4876 5.0889 -2.1729
C 0.2205 5.2951 -0.8285
C -0.5343 4.3684 -0.1247
H 2.6157 -4.5615 1.0284
H 1.6596 -4.1087 2.4731
H 2.6614 -2.2427 0.2586
H 0.8534 -1.8694 3.5389
H 1.8232 -0.7061 5.4740
H 4.1665 0.0851 5.3962
H 5.5287 -0.2856 3.3686
H 4.5401 -1.3966 1.3989
H -2.1513 -4.9093 -0.0431
H -4.4141 -4.1155 -0.7283
H -4.8599 -1.6738 -0.9669
H -1.7921 2.5083 1.0807
H -3.5469 2.9960 -1.3218
H -4.0526 2.8462 0.3867
H -1.0980 2.1201 -2.5989
H 0.2147 3.8020 -3.8569
H 1.0670 5.8134 -2.7293
H 0.6013 6.1723 -0.3239
H -0.7241 4.5183 0.9314
O -2.0676 -0.8214 6.8809
C -1.5529 0.1934 6.3826
O -1.1177 1.2510 6.8584
C -1.3580 0.0798 4.8470
C -1.9680 -0.9490 4.1326
C -1.7473 -1.0740 2.7814
N -0.9220 -0.2430 2.1248
C -0.3224 0.7516 2.8058
C -0.5429 0.9612 4.1468
C 0.6738 1.5279 1.9893
O 1.1843 2.5480 2.3717
O 0.9080 0.9619 0.8250
H -2.5918 -1.6423 4.6828
H -2.2379 -1.8550 2.2132
H -0.0627 1.7767 4.6727
C 1.3641 1.2854 -5.2345
N 1.6287 0.7072 -3.9174
C 2.7639 1.2985 -3.1960
C 0.8251 -0.1828 -3.3330
S 1.0886 -0.4713 -1.6363
N -0.0062 -0.9031 -4.1162
C 0.4489 -1.4776 -5.3870
C -1.1046 -1.6423 -3.5341
H 1.4221 2.3680 -5.1422
H 0.3697 1.0197 -5.5768
H 2.1028 0.9669 -5.9707
H 3.3131 1.9174 -3.9011
H 3.4213 0.5181 -2.8195
H 2.4211 1.9046 -2.3589
H 1.4433 -1.1334 -5.6430
H -0.2390 -1.2341 -6.1967
H 0.4878 -2.5635 -5.2752
H -1.5266 -1.0716 -2.7188
H -0.7779 -2.6206 -3.1650
H -1.8668 -1.7874 -4.2991
```

For the HOMO energy, the calculation gives -9.659 eV. As for the HOMO-LUMO gap: 5.09 eV. The energy is -106529.8127 eV. Its net charge is +1.

Here are the Löwdin charges for atoms 1 to 8, given in e: atom 1 (Co): 0.402, atom 2 (C): 0.002, atom 3 (O): 0.077, atom 4 (C): -0.301, atom 5 (N): 0.073, atom 6 (C): -0.204, atom 7 (C): -0.195, atom 8 (C): -0.039

Question: Look up the net charge of the second one.
Answer: +3

Question: Which value of net charge does entry 1 give?
Answer: +1